No. 1
{
  "formula": "C23H48NNdO2P3",
  "method": "ωB97M-V with the def2-TZVPD basis set",
  "charge": 3,
  "energy_ha": -2694.9915,
  "spin_multiplicity": 4,
  "e_lumo_ev": [-9.88, -9.26],
  "symbols": ["Nd", "P", "P", "P", "H", "C", "C", "H", "C", "C", "C", "C", "C", "C", "C", "C", "C", "H", "H", "H", "H", "H", "H", "H", "H", "H", "H", "H", "H", "H", "H", "H", "H", "H", "H", "H", "H", "H", "H", "H", "H", "H", "H", "H", "H", "H", "C", "C", "C", "C", "C", "C", "O", "H", "H", "H", "H", "H", "H", "O", "C", "C", "C", "C", "C", "C", "N", "H", "H", "H", "H", "H", "H", "H", "H", "H", "H", "H"],
  "positions_angstrom": [[-0.517, -0.039, -0.401], [1.991, 0.947, 1.294], [-0.676, 2.627, -1.191], [2.139, -0.386, -1.673], [-1.111, -3.371, -0.155], [-0.031, -3.552, -0.284], [0.764, -3.428, 0.788], [0.303, -3.109, 1.731], [1.543, 1.278, 3.035], [2.729, 2.563, 0.855], [3.494, -0.058, 1.604], [-2.060, 2.371, -2.366], [-1.307, 3.961, -0.133], [0.591, 3.364, -2.266], [3.150, -1.904, -1.445], [3.496, 0.791, -2.006], [1.629, -0.690, -3.405], [0.308, -3.794, -1.277], [1.834, -3.582, 0.797], [1.544, 0.333, 3.600], [0.547, 1.744, 3.088], [2.268, 1.966, 3.501], [1.930, 3.304, 0.710], [3.317, 2.481, -0.065], [3.384, 2.897, 1.672], [3.192, -1.011, 2.069], [4.179, 0.465, 2.292], [4.038, -0.265, 0.670], [-2.265, 3.409, -2.669], [-2.969, 1.930, -1.918], [-1.809, 1.795, -3.275], [-1.916, 4.676, -0.710], [-0.489, 4.466, 0.402], [-1.948, 3.528, 0.648], [0.153, 4.196, -2.830], [0.978, 2.622, -2.971], [1.453, 3.708, -1.683], [3.548, -2.169, -2.428], [2.544, -2.726, -1.056], [3.986, -1.726, -0.766], [3.960, 0.485, -2.948], [4.254, 0.772, -1.221], [3.104, 1.804, -2.120], [2.488, -1.060, -3.982], [1.227, 0.222, -3.863], [0.833, -1.440, -3.433], [-1.657, -1.782, -3.886], [-2.852, -1.333, -4.515], [-3.105, -1.812, -5.819], [-2.241, -2.733, -6.442], [-1.116, -3.226, -5.757], [-0.845, -2.740, -4.487], [-1.181, -1.116, -2.690], [-1.994, -0.633, -2.389], [-3.500, -0.588, -4.021], [-3.986, -1.427, -6.375], [-2.402, -3.005, -7.465], [-0.443, -3.950, -6.220], [0.034, -3.124, -3.977], [-1.226, -0.281, 1.684], [-1.575, -0.302, 2.922], [-0.935, -1.261, 3.863], [-0.505, -0.599, 5.186], [-1.517, -0.303, 6.309], [-2.457, 0.800, 5.839], [-3.269, 0.345, 4.617], [-2.577, 0.481, 3.324], [-1.736, -1.987, 4.096], [-0.084, -1.816, 3.391], [0.273, -1.244, 5.629], [-0.009, 0.343, 4.941], [-2.053, -1.197, 6.649], [-0.965, 0.058, 7.188], [-3.184, 1.000, 6.639], [-1.937, 1.765, 5.667], [-3.548, -0.718, 4.766], [-4.152, 0.971, 4.516], [-3.055, 1.021, 2.598]],
  "forces_ev_per_angstrom": [[1.8, -1.5, 0.9], [0.2, 0.3, 0.8], [0.0, 0.7, -0.4], [0.7, -0.7, -1.3], [0.4, -0.3, -0.2], [-0.3, 0.8, 0.7], [-0.8, 0.6, -0.1], [0.3, -0.4, -0.3], [-0.3, 0.1, 0.2], [-0.1, 0.1, -0.3], [0.1, -0.4, -0.2], [-0.2, 0.1, -0.3], [-0.2, 0.0, 0.5], [0.3, -0.1, 0.0], [-0.2, -0.2, 0.4], [-0.1, 0.3, 0.1], [-0.3, -0.1, -0.2], [0.1, -0.3, -0.1], [0.0, -0.2, -0.1], [0.0, 0.4, -0.2], [0.3, -0.1, 0.1], [-0.2, -0.3, -0.2], [0.3, -0.1, 0.1], [-0.1, 0.2, 0.3], [-0.2, -0.1, -0.3], [0.2, 0.3, -0.2], [-0.4, -0.1, -0.2], [-0.2, 0.0, 0.5], [-0.4, -0.4, -0.2], [0.3, 0.3, 0.0], [0.1, 0.2, 0.4], [0.4, -0.1, 0.2], [-0.2, -0.1, -0.4], [0.0, 0.1, -0.2], [0.1, -0.1, 0.1], [-0.2, 0.1, 0.0], [-0.3, 0.1, 0.0], [0.0, 0.0, 0.2], [0.2, 0.1, -0.2], [-0.2, -0.1, -0.1], [0.0, 0.0, 0.1], [-0.1, 0.1, -0.1], [0.2, 0.0, -0.1], [-0.2, 0.3, 0.1], [0.1, -0.2, 0.0], [0.6, 0.3, -0.1], [-0.8, 0.1, -1.5], [1.3, -0.4, 0.1], [-0.2, 0.1, 0.1], [0.4, 0.5, 1.0], [-1.0, 0.5, -0.4], [0.3, 0.1, 0.8], [-1.7, 0.6, 1.2], [0.3, -0.6, -0.9], [0.3, -0.4, -0.4], [0.7, -0.4, 0.5], [-0.2, -0.2, -0.3], [-0.3, 0.2, 0.2], [-0.1, 0.1, 0.0], [-0.1, 0.4, -0.4], [-1.1, 0.4, -0.1], [-0.2, -0.3, 0.5], [1.1, -0.4, 1.0], [0.4, 0.5, -0.5], [-0.6, 0.0, 0.4], [0.1, 0.2, 0.6], [1.0, -0.9, -0.8], [0.3, -0.1, -0.1], [-0.9, 0.7, 0.3], [-0.2, 0.2, -0.3], [0.0, 0.0, 0.2], [0.0, 0.1, -0.3], [0.0, -0.2, -0.3], [0.1, 0.0, -0.2], [-0.2, -0.6, -0.1], [-0.1, 0.6, -0.2], [-0.2, -0.2, 0.0], [0.4, -0.3, 0.4]],
  "lowdin_spin": [3.067, -0.012, -0.011, -0.012, 0.000, -0.001, -0.001, 0.000, -0.001, -0.001, -0.002, 0.000, -0.002, -0.002, -0.002, -0.002, -0.001, 0.000, 0.000, 0.000, 0.000, 0.000, 0.000, 0.000, 0.000, 0.000, 0.000, 0.000, 0.000, 0.000, 0.000, 0.000, 0.000, 0.000, 0.000, 0.000, 0.000, 0.000, 0.000, 0.000, 0.000, 0.000, 0.000, 0.000, 0.000, 0.000, 0.000, 0.000, 0.000, 0.000, 0.000, 0.000, -0.004, -0.001, 0.000, 0.000, 0.000, 0.000, 0.000, -0.009, 0.000, 0.000, 0.000, 0.000, 0.000, 0.000, 0.001, 0.000, 0.000, 0.000, 0.000, 0.000, 0.000, 0.000, 0.000, 0.000, 0.000, 0.000]
}

=====

No. 2
{
  "formula": "C12H19ClIN6O3PSSe2Te2Y",
  "method": "ωB97M-V with the def2-TZVPD basis set",
  "charge": 1,
  "energy_ha": -7897.7448,
  "e_lumo_ev": -2.78,
  "symbols": ["Y", "Cl", "C", "C", "C", "I", "C", "O", "C", "N", "C", "C", "C", "C", "H", "H", "H", "H", "N", "N", "C", "N", "S", "H", "H", "H", "H", "H", "Se", "Te", "Te", "Se", "N", "C", "P", "O", "O", "C", "N", "H", "H", "H", "H", "H", "H", "H", "H", "H", "H"],
  "positions_angstrom": [[-0.391, -0.305, -0.405], [-0.871, 1.539, 6.648], [-0.710, 1.572, 4.924], [-0.592, 2.762, 4.276], [-0.459, 2.815, 2.871], [-0.343, 4.710, 2.035], [-0.424, 1.674, 2.096], [-0.299, 1.636, 0.784], [-0.571, 0.424, 2.791], [-0.583, -0.702, 2.019], [-0.718, -1.873, 2.609], [-0.863, -2.028, 3.993], [-0.859, -0.912, 4.782], [-0.712, 0.357, 4.192], [-0.602, 3.680, 4.846], [-0.686, -2.743, 1.963], [-0.968, -3.018, 4.412], [-0.966, -0.987, 5.855], [-1.982, -2.343, -0.572], [-1.479, -3.571, -1.030], [-0.160, -3.836, -1.030], [0.214, -4.988, -1.585], [1.000, -2.833, -0.308], [-2.574, -2.507, 0.238], [-2.554, -1.922, -1.316], [-2.111, -4.145, -1.570], [-0.432, -5.599, -2.058], [1.193, -5.212, -1.612], [-2.719, 1.050, -0.955], [-3.769, -0.077, -2.950], [-1.692, 0.168, -4.628], [-0.150, -1.201, -3.179], [2.944, -0.396, -3.155], [2.850, 1.090, -3.199], [2.092, 1.716, -1.624], [2.934, 2.747, -0.992], [1.687, 0.440, -0.902], [0.582, 2.587, -2.222], [0.148, 3.478, -1.119], [1.946, -0.753, -3.151], [3.436, -0.734, -2.329], [3.392, -0.761, -3.995], [2.220, 1.316, -4.062], [3.839, 1.522, -3.333], [-0.253, 1.942, -2.511], [0.848, 3.207, -3.080], [0.932, 4.070, -0.830], [-0.112, 2.892, -0.255], [-0.653, 4.051, -1.378]],
  "forces_ev_per_angstrom": [[0.6, -0.2, 0.5], [0.0, 0.0, 0.0], [0.0, 0.0, 0.0], [0.0, -0.1, 0.0], [0.0, -0.1, 0.1], [0.0, 0.1, -0.1], [-0.1, 0.0, 0.1], [0.0, 0.1, 0.0], [0.0, 0.0, 0.0], [0.0, -0.1, 0.1], [0.0, 0.0, 0.0], [0.0, 0.0, -0.1], [0.0, 0.0, 0.0], [0.0, 0.1, 0.0], [0.0, 0.0, 0.0], [0.0, 0.0, 0.0], [0.0, 0.0, 0.0], [0.0, 0.0, 0.0], [0.0, 0.0, -0.1], [0.0, 0.0, 0.1], [0.0, 0.1, 0.1], [-0.1, 0.0, -0.1], [0.0, 0.0, -0.1], [0.0, 0.0, 0.0], [0.0, -0.1, 0.0], [0.0, 0.0, 0.0], [0.0, 0.0, 0.0], [0.0, 0.0, 0.0], [-0.4, 0.2, -0.2], [-0.1, 0.0, 0.1], [0.1, 0.0, -0.1], [-0.1, -0.2, -0.3], [0.2, 0.0, -0.3], [0.0, 0.0, 0.1], [0.0, 0.0, -0.3], [0.0, 0.1, 0.1], [0.0, 0.0, 0.0], [0.0, 0.0, -0.1], [0.0, -0.1, 0.3], [-0.1, -0.1, 0.1], [-0.1, 0.0, 0.1], [0.1, 0.0, 0.1], [0.1, 0.1, 0.1], [0.0, 0.0, 0.0], [0.1, 0.0, 0.0], [0.0, 0.0, 0.0], [0.0, 0.0, 0.0], [0.0, 0.1, -0.2], [0.0, 0.0, 0.1]],
  "lowdin_charge": [0.842, 0.726, -0.604, -0.169, -0.617, 1.025, -0.389, -0.353, -0.129, 0.022, -0.137, -0.022, 0.004, -0.159, 0.094, 0.072, 0.115, 0.099, -0.066, -0.062, -0.876, 0.123, 0.629, 0.112, -0.054, 0.162, 0.123, 0.105, -0.132, 0.203, 0.188, -0.115, 0.077, -0.182, 0.422, -0.288, -0.489, -0.233, 0.078, -0.078, 0.153, 0.162, 0.104, 0.109, -0.004, 0.114, 0.110, 0.037, 0.149]
}

=====

No. 3
{
  "formula": "C25H34F8O16",
  "method": "ωB97M-V with the def2-TZVPD basis set",
  "charge": 0,
  "energy_ha": -2975.8705,
  "e_lumo_ev": -0.02,
  "smiles": "FC(F)C(F)(F)COC(F)(F)C(F)F.C[C@H]1COC(=O)O1.C[C@H]1COC(=O)O1.C[C@H]1COC(=O)O1.C[C@H]1COC(=O)O1.C[C@H]1COC(=O)O1",
  "symbols": ["F", "C", "F", "C", "F", "F", "C", "O", "C", "F", "F", "C", "F", "F", "H", "H", "H", "H", "C", "C", "C", "O", "C", "O", "O", "H", "H", "H", "H", "H", "H", "C", "C", "C", "O", "C", "O", "O", "H", "H", "H", "H", "H", "H", "C", "C", "C", "O", "C", "O", "O", "H", "H", "H", "H", "H", "H", "C", "C", "C", "O", "C", "O", "O", "H", "H", "H", "H", "H", "H", "C", "C", "C", "O", "C", "O", "O", "H", "H", "H", "H", "H", "H"],
  "positions_angstrom": [[-0.082, 2.791, 3.972], [-0.387, 3.853, 3.166], [-1.559, 4.382, 3.551], [0.717, 4.911, 3.244], [0.297, 5.989, 2.536], [1.815, 4.400, 2.641], [0.996, 5.321, 4.673], [2.029, 6.306, 4.652], [1.884, 7.451, 5.382], [1.574, 7.153, 6.669], [3.076, 8.043, 5.372], [0.872, 8.439, 4.799], [-0.367, 7.930, 4.728], [0.837, 9.557, 5.569], [-0.449, 3.426, 2.162], [1.277, 4.452, 5.264], [0.084, 5.758, 5.069], [1.218, 8.757, 3.812], [-1.202, -6.603, -4.083], [-2.517, -5.863, -4.039], [-3.288, -5.892, -2.708], [-3.610, -4.534, -2.451], [-2.981, -3.723, -3.336], [-3.093, -2.540, -3.350], [-2.220, -4.447, -4.171], [-0.773, -6.435, -3.095], [-0.578, -6.256, -4.898], [-1.427, -7.664, -4.205], [-3.222, -6.073, -4.846], [-2.657, -6.303, -1.911], [-4.197, -6.489, -2.721], [-4.865, 0.769, -2.168], [-4.842, 2.140, -1.559], [-5.506, 2.222, -0.162], [-4.425, 2.468, 0.718], [-3.301, 2.786, 0.017], [-2.375, 3.346, 0.494], [-3.511, 2.627, -1.308], [-4.194, 0.733, -3.028], [-5.877, 0.592, -2.539], [-4.585, -0.064, -1.525], [-5.244, 2.865, -2.266], [-5.957, 1.247, 0.031], [-6.263, 2.998, -0.075], [-0.756, -3.375, 0.007], [-0.967, -1.937, -0.422], [-2.364, -1.384, -0.263], [-2.099, 0.012, -0.099], [-0.891, 0.127, 0.522], [-0.558, 1.047, 1.190], [-0.236, -1.060, 0.475], [0.303, -3.556, 0.179], [-1.248, -4.056, -0.681], [-1.182, -3.464, 1.013], [-0.535, -1.744, -1.408], [-2.834, -1.731, 0.660], [-2.954, -1.592, -1.152], [2.703, 1.703, 1.932], [3.910, 2.015, 2.797], [4.752, 0.792, 3.128], [6.087, 1.294, 3.130], [6.106, 2.448, 2.410], [7.089, 3.070, 2.188], [4.851, 2.805, 2.050], [2.497, 2.525, 1.248], [1.827, 1.459, 2.531], [2.863, 0.848, 1.268], [3.578, 2.537, 3.696], [4.677, -0.016, 2.398], [4.459, 0.358, 4.085], [1.822, -4.866, -2.798], [3.193, -4.638, -3.414], [3.548, -5.451, -4.666], [4.241, -4.517, -5.473], [4.005, -3.248, -5.015], [4.378, -2.277, -5.572], [3.235, -3.298, -3.908], [1.063, -4.831, -3.577], [1.695, -4.055, -2.081], [1.768, -5.816, -2.267], [3.946, -4.788, -2.637], [2.703, -5.894, -5.196], [4.201, -6.268, -4.356]],
  "forces_ev_per_angstrom": [[0.1, 0.3, 0.5], [0.2, -0.8, -1.1], [-0.1, 0.0, 0.3], [-0.5, -0.1, 0.6], [0.2, 0.0, -0.2], [0.1, 0.2, 0.0], [-0.1, 0.5, 0.0], [0.3, -0.1, -0.1], [-0.3, -0.9, 0.1], [-0.2, 0.1, 0.0], [0.3, 0.3, 0.0], [0.5, 0.9, -0.3], [-0.2, -0.2, 0.1], [-0.1, -0.2, 0.2], [-0.3, 0.4, -0.1], [0.2, 0.1, 0.0], [-0.2, -0.2, 0.1], [-0.1, -0.3, -0.1], [-1.1, -0.3, 0.5], [-0.5, 0.9, -0.2], [0.5, -0.6, 0.1], [-0.1, 0.1, 0.1], [0.0, -0.3, 0.0], [0.1, 0.1, 0.1], [-0.1, 0.1, 0.0], [0.6, -0.1, -0.2], [0.1, 0.0, 0.0], [0.3, 0.0, 0.0], [0.3, -0.3, -0.2], [0.0, 0.3, 0.1], [-0.1, 0.1, -0.2], [0.1, -0.2, -0.7], [0.2, 0.6, 0.4], [0.1, -0.6, -0.8], [0.1, -0.3, 0.1], [-1.1, 1.4, -0.3], [0.6, -0.5, 0.2], [0.2, -0.6, 0.3], [-0.1, 0.0, 0.0], [0.0, -0.1, 0.0], [0.0, 0.3, 0.3], [-0.3, -0.1, 0.0], [0.0, 0.1, 0.4], [0.1, 0.1, 0.1], [-0.2, 0.9, 0.9], [0.7, -0.1, 0.3], [0.4, -0.1, -0.4], [0.1, 0.3, -0.2], [-0.7, -0.8, 1.2], [0.4, 0.4, -0.5], [0.0, 0.1, -0.3], [0.1, -0.2, -0.6], [0.2, -0.2, 0.0], [-0.3, -0.3, -0.2], [-0.4, -0.1, -0.2], [-0.1, -0.2, -0.1], [-0.2, 0.3, 0.1], [0.0, -0.3, -0.5], [-0.4, -0.8, -0.9], [-0.3, -0.3, 0.4], [-0.1, 0.0, 0.1], [-0.2, 0.1, 0.5], [0.2, 0.0, -0.3], [0.2, 0.1, 0.3], [-0.2, 0.2, 0.4], [-0.1, 0.2, 0.0], [0.3, -0.1, 0.2], [0.4, 0.3, 0.0], [-0.1, 0.2, -0.3], [0.4, 0.2, 0.2], [0.5, 0.2, -0.2], [-0.7, -0.5, -0.1], [0.2, -0.4, 0.9], [0.1, 0.1, 0.1], [-0.3, -0.7, -0.5], [0.1, 0.3, 0.1], [0.3, 0.3, 0.3], [-0.1, 0.1, 0.1], [-0.4, -0.1, 0.0], [0.1, 0.0, 0.0], [0.2, 0.3, -0.1], [-0.2, 0.3, -0.1], [0.2, 0.0, -0.4]],
  "lowdin_charge": [0.070, -0.304, 0.113, -0.446, 0.130, 0.125, -0.044, 0.054, -0.567, 0.146, 0.171, -0.289, 0.108, 0.091, 0.145, 0.150, 0.138, 0.178, -0.016, -0.290, -0.093, 0.059, -0.568, 0.158, 0.079, 0.075, 0.088, 0.096, 0.156, 0.128, 0.135, -0.026, -0.300, -0.090, 0.066, -0.561, 0.169, 0.082, 0.096, 0.094, 0.070, 0.150, 0.126, 0.131, -0.009, -0.309, -0.088, 0.053, -0.529, 0.174, 0.077, 0.084, 0.075, 0.093, 0.162, 0.148, 0.106, -0.032, -0.309, -0.103, 0.062, -0.560, 0.169, 0.090, 0.087, 0.073, 0.085, 0.149, 0.130, 0.135, -0.020, -0.315, -0.103, 0.063, -0.550, 0.185, 0.087, 0.071, 0.080, 0.091, 0.154, 0.130, 0.133]
}

=====

Relative energy (zero: lowest compared OMol25 entry of this formula, charge and spin) (computed, eV): 0.621; 0.088; 0.000